{
  "formula": "C29H36Cl3F21O14",
  "method": "ωB97M-V/def2-TZVPD",
  "spin_multiplicity": 1,
  "orbital_gap_ev": 11.393,
  "homo_energy_ev": -11.27,
  "largest_force_ev_per_a": 5.19,
  "symbols": ["C", "C", "O", "C", "O", "C", "F", "F", "F", "H", "H", "H", "H", "H", "C", "C", "O", "C", "O", "C", "F", "F", "F", "H", "H", "H", "H", "H", "C", "C", "O", "C", "O", "C", "F", "F", "F", "H", "H", "H", "H", "H", "C", "C", "O", "C", "O", "C", "F", "F", "F", "H", "H", "H", "H", "H", "C", "C", "O", "C", "O", "C", "F", "F", "F", "H", "H", "H", "H", "H", "C", "C", "O", "C", "O", "C", "F", "F", "F", "H", "H", "H", "H", "H", "C", "C", "O", "C", "O", "C", "F", "F", "F", "H", "H", "H", "H", "H", "Cl", "C", "Cl", "Cl", "H"],
  "positions_angstrom": [[-0.79, -1.09, 7.13], [-1.56, -0.16, 8.14], [-1.30, 1.19, 7.82], [-2.18, 1.91, 7.12], [-3.16, 1.46, 6.57], [-1.85, 3.40, 6.96], [-2.08, 3.77, 5.74], [-2.56, 4.11, 7.81], [-0.53, 3.61, 7.13], [0.29, -0.96, 7.10], [-1.12, -0.97, 6.10], [-0.95, -2.11, 7.48], [-1.21, -0.46, 9.13], [-2.61, -0.45, 8.07], [2.39, -0.50, -5.14], [3.60, -1.26, -5.60], [4.60, -0.45, -6.25], [5.84, -0.97, -6.34], [6.14, -2.12, -5.97], [6.92, -0.05, -6.89], [6.41, 1.04, -7.52], [7.77, 0.34, -5.90], [7.68, -0.74, -7.69], [1.60, -0.43, -5.88], [2.65, 0.52, -4.84], [1.99, -0.99, -4.25], [3.30, -2.00, -6.33], [4.11, -1.76, -4.77], [-3.32, 7.71, 0.67], [-3.26, 6.53, -0.29], [-3.80, 6.84, -1.58], [-3.55, 5.94, -2.57], [-3.01, 4.83, -2.43], [-4.04, 6.35, -3.96], [-4.68, 5.39, -4.50], [-4.82, 7.49, -4.00], [-2.92, 6.58, -4.70], [-3.23, 7.32, 1.69], [-4.27, 8.21, 0.49], [-2.43, 8.32, 0.50], [-3.86, 5.68, 0.06], [-2.23, 6.23, -0.47], [2.79, 4.74, -4.08], [3.44, 4.64, -5.49], [2.42, 4.21, -6.46], [1.72, 5.18, -7.18], [1.79, 6.38, -6.90], [0.94, 4.61, -8.37], [0.99, 3.22, -8.46], [-0.36, 4.87, -8.30], [1.36, 5.20, -9.48], [3.55, 5.13, -3.40], [2.27, 3.86, -3.71], [2.02, 5.50, -4.12], [4.27, 3.94, -5.37], [3.86, 5.58, -5.86], [-1.08, -5.92, -3.08], [-0.94, -6.75, -1.75], [-2.12, -7.57, -1.50], [-3.32, -7.01, -1.15], [-3.53, -5.81, -1.26], [-4.30, -8.04, -0.60], [-5.08, -7.45, 0.30], [-5.02, -8.50, -1.60], [-3.73, -9.14, -0.12], [-1.80, -6.43, -3.73], [-0.14, -5.67, -3.56], [-1.43, -4.94, -2.78], [-0.82, -6.05, -0.93], [-0.04, -7.34, -1.89], [-4.55, -2.31, 3.57], [-4.55, -3.58, 2.79], [-3.84, -4.54, 3.51], [-2.48, -4.67, 3.47], [-1.72, -3.90, 2.85], [-1.94, -5.96, 4.17], [-0.84, -5.63, 4.82], [-2.76, -6.45, 5.01], [-1.58, -6.90, 3.31], [-5.06, -2.46, 4.52], [-5.02, -1.56, 2.93], [-3.53, -1.97, 3.77], [-3.98, -3.37, 1.88], [-5.56, -3.91, 2.51], [3.49, 1.04, 4.83], [4.76, 0.25, 4.52], [4.66, -1.17, 4.76], [4.22, -1.93, 3.67], [4.01, -1.48, 2.51], [4.23, -3.42, 3.98], [5.40, -3.92, 3.65], [4.10, -3.71, 5.29], [3.22, -4.01, 3.31], [3.55, 2.09, 4.54], [3.30, 0.97, 5.91], [2.64, 0.62, 4.30], [5.59, 0.69, 5.08], [4.84, 0.51, 3.46], [-1.70, 1.63, 1.49], [-0.43, 0.57, 0.87], [1.07, 1.37, 0.37], [-1.01, -0.57, -0.36], [-0.17, -0.06, 1.72]],
  "mulliken_charge": [-1.02, -0.26, -0.30, 0.44, -0.52, 0.83, -0.24, -0.24, -0.25, 0.29, 0.24, 0.37, 0.34, 0.32, -0.98, -0.27, -0.16, 0.35, -0.55, 0.85, -0.22, -0.25, -0.23, 0.30, 0.22, 0.34, 0.26, 0.36, -1.05, -0.22, -0.22, 0.36, -0.55, 0.86, -0.22, -0.25, -0.24, 0.32, 0.31, 0.29, 0.29, 0.32, -1.07, -0.24, -0.21, 0.38, -0.53, 0.76, -0.23, -0.24, -0.23, 0.37, 0.29, 0.31, 0.29, 0.36, -0.98, -0.17, -0.31, 0.39, -0.52, 0.85, -0.21, -0.26, -0.24, 0.27, 0.37, 0.26, 0.23, 0.33, -1.13, -0.13, -0.29, 0.48, -0.57, 0.79, -0.25, -0.24, -0.24, 0.32, 0.37, 0.28, 0.27, 0.35, -1.03, -0.22, -0.28, 0.39, -0.53, 0.83, -0.24, -0.24, -0.22, 0.37, 0.28, 0.25, 0.35, 0.29, -0.10, 0.16, -0.13, -0.12, 0.19]
}

=====

{
  "formula": "C2H28O13",
  "method": "ωB97M-V/def2-TZVPD",
  "spin_multiplicity": 1,
  "e_above_lowest_kj_mol": 208.2,
  "orbital_gap_ev": 10.601,
  "homo_energy_ev": -10.39,
  "largest_force_ev_per_a": 7.64,
  "symbols": ["O", "C", "C", "H", "H", "H", "H", "H", "H", "O", "H", "H", "O", "H", "H", "O", "H", "H", "O", "H", "H", "O", "H", "H", "O", "H", "H", "O", "H", "H", "O", "H", "H", "O", "H", "H", "O", "H", "H", "O", "H", "H", "O"],
  "positions_angstrom": [[-2.95, -1.15, -0.11], [-2.04, -1.32, 0.67], [-1.02, -0.24, 1.04], [-1.91, -2.37, 0.97], [-0.35, -0.12, 0.11], [-0.42, -0.48, 1.87], [-1.72, 0.62, 1.32], [-0.26, -2.02, -1.33], [-0.12, -0.63, -1.98], [0.35, -1.38, -1.67], [1.94, 0.35, 2.16], [1.98, 1.41, 3.14], [1.35, 0.95, 2.71], [2.91, -1.60, 1.37], [2.81, -0.30, 0.62], [2.99, -0.64, 1.48], [-0.30, 1.19, -2.69], [-1.10, 0.71, -3.92], [-1.10, 0.61, -2.83], [-0.85, 3.13, 0.20], [-1.98, 2.53, -0.81], [-1.23, 3.18, -0.75], [1.50, 3.17, -2.48], [0.34, 3.17, -1.46], [0.91, 2.54, -2.08], [1.53, -2.53, -0.14], [1.48, -3.31, 1.17], [2.00, -3.06, 0.52], [2.21, -1.71, 3.31], [0.87, -1.04, 2.86], [1.43, -1.91, 2.89], [0.17, 1.99, 2.12], [-0.62, 3.11, 2.57], [-0.25, 2.89, 1.77], [1.71, -0.25, -1.32], [1.64, 1.34, -1.22], [2.10, 0.51, -0.90], [-0.99, -3.75, -1.80], [-2.40, -3.44, -1.41], [-1.72, -3.07, -1.88], [-2.68, 1.16, -2.08], [-3.08, 0.47, -0.82], [-3.13, 1.31, -1.20]],
  "mulliken_charge": [-0.56, 0.01, -0.50, 0.44, 0.34, -0.06, 0.35, 0.26, 0.35, -0.64, 0.41, 0.26, -0.66, 0.47, 0.34, -0.74, 0.36, 0.35, -0.78, 0.42, 0.45, -0.80, 0.27, 0.40, -0.72, 0.39, 0.28, -0.72, 0.29, 0.42, -0.64, 0.35, 0.32, -0.66, 0.42, 0.35, -0.78, 0.33, 0.28, -0.62, 0.40, 0.39, -0.81]
}

=====

{
  "formula": "C22H18ClMnN8O3S2",
  "method": "ωB97M-V/def2-TZVPD",
  "spin_multiplicity": 5,
  "orbital_gap_ev": [5.636, 7.619],
  "homo_energy_ev": [-7.75, -7.80],
  "largest_force_ev_per_a": 1.04,
  "symbols": ["Mn", "N", "C", "C", "N", "C", "C", "N", "C", "C", "N", "H", "H", "H", "H", "H", "H", "S", "C", "S", "C", "C", "N", "C", "N", "C", "C", "C", "C", "Cl", "C", "C", "C", "O", "C", "C", "O", "O", "H", "H", "H", "H", "H", "H", "H", "H", "N", "C", "C", "N", "C", "H", "H", "H", "H"],
  "positions_angstrom": [[-0.47, -0.53, 0.29], [-0.16, 3.63, -0.94], [1.13, 3.40, -1.35], [1.45, 2.16, -0.89], [0.39, 1.64, -0.20], [-0.56, 2.54, -0.25], [-1.84, 2.28, 0.35], [-2.23, 1.05, 0.66], [-3.47, 1.19, 1.23], [-3.84, 2.50, 1.25], [-2.79, 3.18, 0.69], [-0.71, 4.43, -1.19], [1.69, 4.11, -1.93], [2.37, 1.61, -0.98], [-4.04, 0.34, 1.58], [-4.73, 2.98, 1.61], [-2.72, 4.18, 0.60], [-0.02, -0.36, 2.56], [1.70, -0.56, 2.37], [2.21, -0.69, 0.74], [2.55, -0.58, 3.44], [3.96, -0.69, 3.26], [5.10, -0.76, 3.13], [2.09, -0.50, 4.79], [1.73, -0.45, 5.88], [-4.71, -3.88, -1.95], [-4.56, -3.54, -0.48], [-5.47, -4.12, 0.40], [-5.35, -3.99, 1.77], [-6.51, -4.75, 2.81], [-4.28, -3.29, 2.31], [-3.39, -2.68, 1.45], [-3.53, -2.76, 0.07], [-2.56, -2.08, -0.63], [-2.79, -1.59, -1.95], [-1.69, -0.58, -2.36], [-1.85, 0.02, -3.40], [-0.67, -0.52, -1.58], [-5.45, -4.68, -2.06], [-3.77, -4.25, -2.35], [-5.04, -3.04, -2.55], [-6.28, -4.71, 0.00], [-4.15, -3.22, 3.38], [-2.56, -2.11, 1.84], [-3.76, -1.09, -2.02], [-2.75, -2.40, -2.67], [0.96, -4.66, 0.23], [0.08, -4.86, 1.26], [-0.61, -3.70, 1.38], [-0.15, -2.79, 0.45], [0.79, -3.41, -0.23], [1.64, -5.33, -0.09], [0.02, -5.78, 1.82], [-1.40, -3.45, 2.07], [1.35, -2.98, -1.03]],
  "mulliken_charge": [1.43, -0.11, -0.74, -0.31, 0.31, 0.01, 0.10, 0.36, -0.56, -0.80, -0.07, 0.18, 0.41, 0.39, 0.44, 0.42, 0.19, -0.43, 0.81, -0.42, 0.44, -0.05, -0.51, -0.04, -0.52, -1.55, 1.21, -0.82, -0.12, -0.23, -1.13, -0.44, -0.10, 0.17, -0.19, -0.01, -0.70, -0.71, 0.41, 0.34, 0.36, 0.38, 0.48, 1.07, 0.41, 0.31, -0.06, -0.87, -0.55, 0.38, -0.74, 0.21, 0.43, 0.62, 0.53]
}

=====

{
  "formula": "C2H4ClNO3S",
  "method": "ωB97M-V/def2-TZVPD",
  "spin_multiplicity": 1,
  "e_above_lowest_kj_mol": 235.5,
  "orbital_gap_ev": [8.369, 5.596],
  "homo_energy_ev": [-10.08, -9.05],
  "largest_force_ev_per_a": 3.72,
  "symbols": ["C", "C", "N", "O", "O", "O", "S", "Cl", "H", "H", "H", "H"],
  "positions_angstrom": [[-0.45, 2.03, -0.69], [0.24, 0.39, 1.10], [0.44, 1.52, 0.23], [-1.62, 1.56, -0.64], [-3.40, -1.35, 0.84], [-0.10, 2.93, -1.46], [-3.42, 0.08, 0.78], [-4.13, 0.49, -1.01], [1.02, 0.39, 1.96], [-0.85, 0.55, 1.61], [0.16, -0.57, 0.51], [1.44, 1.82, -0.02]],
  "mulliken_charge": [0.56, -0.51, -0.21, -0.26, -0.37, -0.54, 0.58, -0.07, 0.28, 0.03, 0.26, 0.25]
}